Record 1
This record from the OMol25 dataset describes the molecule CH4BrO3P at a distorted geometry. The level of theory is ωB97M-V with the def2-TZVPD basis set.

Geometry as XYZ:
```
10
Properties=species:S:1:pos:R:3
O 0.213 0.540 1.834
P 0.502 -0.864 1.066
O -0.944 -1.597 1.534
O -0.121 -0.349 -0.385
C 0.903 0.430 -1.277
Br 2.506 -0.722 -1.569
H -0.699 0.648 2.016
H -0.856 -2.596 1.541
H 1.142 1.384 -0.596
H 0.424 0.571 -2.233
```

Results
highest occupied orbital energy = -9.8 eV
E_LUMO = 0.02286 hartree
net charge = 0
electronic energy = -3181.62384 Eh
ΔE to the lowest compared entry with this formula, charge and spin = 8.1 kcal per mole


Record 2
This record from the OMol25 dataset describes a cluster of 2 separate species, CH4BrP in total at a distorted geometry. The level of theory is ωB97M-V with the def2-TZVPD basis set.

Geometry as XYZ:
```
7
Properties=species:S:1:pos:R:3
C 0.616 -0.984 0.094
P 0.764 0.672 0.053
H -0.244 -1.473 -0.202
H 1.270 -1.744 0.243
H 2.028 0.739 0.683
Br -2.820 1.664 -0.167
H -1.613 1.125 -0.704
```

Results
highest occupied orbital energy = -10.0 eV
E_LUMO = -0.00378 hartree
net charge = 0
electronic energy = -2955.79475 Eh
ΔE to the lowest compared entry with this formula, charge and spin = 46.5 kcal per mole


Record 3
This record from the OMol25 dataset describes a cluster of 3 separate species, CH4Cl2 in total at a distorted geometry. The level of theory is ωB97M-V with the def2-TZVPD basis set.

Geometry as XYZ:
```
7
Properties=species:S:1:pos:R:3
C -0.087 -0.036 1.168
H -0.936 -0.096 1.886
H 1.038 -0.637 0.889
H 0.350 0.951 1.157
H 1.090 0.589 -1.191
Cl -0.521 0.170 -0.336
Cl -0.933 -0.941 -3.573
```

Results
highest occupied orbital energy = -8.3 eV
E_LUMO = -0.13877 hartree
net charge = 0
electronic energy = -960.58530 Eh
ΔE to the lowest compared entry with this formula, charge and spin = 180.1 kcal per mole


Record 4
This record from the OMol25 dataset describes the molecule CH4Cl2N2 at a distorted geometry. The level of theory is ωB97M-V with the def2-TZVPD basis set.

Geometry as XYZ:
```
9
Properties=species:S:1:pos:R:3
Cl 1.521 -0.636 1.556
N 1.276 0.349 0.077
C 0.102 -0.090 -0.636
N -1.160 0.312 -0.073
Cl -1.321 -0.518 1.540
H 1.140 1.272 0.452
H 0.126 -1.192 -0.815
H 0.327 0.573 -1.610
H -2.011 -0.070 -0.492
```

Results
highest occupied orbital energy = -9.5 eV
E_LUMO = 0.02012 hartree
net charge = 0
electronic energy = -1070.29030 Eh
ΔE to the lowest compared entry with this formula, charge and spin = 17.1 kcal per mole